# 1
# C20H26ClN9O3RuS2

A molecular structure, C20H26ClN9O3RuS2 (wB97M-V/def2-TZVPD, the Open Molecules 2025 dataset).

XYZ file:
```
62
Properties=species:S:1:pos:R:3:forces:R:3
Ru 0.420 -0.224 -0.564 0.09 -0.05 -0.46
C -3.625 -4.012 -2.312 0.00 -0.01 -0.02
C -3.578 -3.999 -0.788 0.06 0.00 -0.06
N -2.261 -3.734 -0.237 -0.01 0.13 0.06
C -1.684 -2.484 -0.384 -0.03 -0.32 0.00
S -0.022 -2.367 0.119 0.16 -0.28 0.33
N -2.388 -1.518 -0.833 0.19 0.30 0.20
N -1.722 -0.277 -0.796 -0.23 -0.27 -0.39
C -2.223 0.542 -1.683 -0.04 -0.01 0.48
C -3.153 0.140 -2.774 -0.12 0.05 0.07
C -1.062 2.481 -0.586 -0.17 -0.16 -0.17
C -1.355 3.859 -1.107 -0.09 0.11 0.09
C -0.033 4.542 -1.229 0.01 -0.09 -0.05
C 0.955 4.096 -0.385 0.05 0.07 0.10
C 0.912 2.913 0.371 -0.28 0.10 0.06
N -0.080 1.996 0.067 0.47 0.36 -0.01
H -4.643 -4.195 -2.664 0.01 0.00 0.00
H -2.978 -4.795 -2.714 -0.01 0.00 0.01
H -3.284 -3.055 -2.704 0.00 0.00 0.00
H -3.904 -4.963 -0.391 -0.02 0.01 0.02
H -4.254 -3.235 -0.402 -0.01 0.00 -0.01
H -1.604 -4.496 -0.262 0.05 0.04 -0.04
H -2.631 -0.601 -3.381 -0.02 -0.01 -0.01
H -3.428 1.003 -3.376 0.02 0.00 0.00
H -4.041 -0.333 -2.357 0.00 -0.01 0.00
H -2.132 4.420 -0.548 0.00 -0.03 0.02
H 0.107 5.390 -1.887 0.04 -0.06 -0.06
H 1.883 4.660 -0.335 -0.02 0.04 0.01
H 1.723 2.600 1.006 0.04 -0.08 -0.05
C 2.204 1.292 -4.625 0.00 0.04 0.06
N 2.828 0.675 -3.467 0.44 -0.26 0.15
C 3.914 -0.145 -3.575 0.03 -0.03 -0.02
C 4.350 -0.880 -2.541 -0.07 0.06 0.01
C 3.602 -0.889 -1.283 -0.04 0.06 0.06
O 3.963 -1.621 -0.350 -0.13 -0.11 0.04
N 2.520 -0.062 -1.204 -0.04 -0.47 -0.25
C 2.152 0.690 -2.270 -0.39 0.85 0.29
O 1.149 1.408 -2.148 0.06 -0.19 -0.26
H 2.971 1.464 -5.378 -0.02 -0.01 -0.03
H 1.754 2.235 -4.328 0.02 0.01 0.01
H 1.420 0.643 -5.019 -0.01 0.00 0.00
H 4.395 -0.159 -4.545 0.01 0.02 0.01
H 5.214 -1.520 -2.626 0.01 0.01 0.01
C -0.515 -1.687 3.676 0.07 0.03 0.01
N 0.806 -2.100 3.261 -0.08 -0.03 0.04
C 1.156 -3.516 3.293 0.04 0.04 -0.03
C 2.377 -3.602 2.356 -0.03 0.06 0.00
N 2.510 -2.230 1.887 0.01 -0.16 -0.13
C 1.532 -1.458 2.326 0.11 0.36 0.18
S 1.281 0.163 1.820 -0.32 -0.25 0.08
H -0.690 -2.024 4.699 -0.01 0.01 -0.01
H -1.271 -2.113 3.009 -0.02 -0.02 -0.01
H -0.576 -0.603 3.630 0.00 -0.01 -0.02
H 0.316 -4.109 2.923 -0.01 0.00 0.00
H 1.385 -3.828 4.314 -0.01 -0.03 0.00
H 2.202 -4.275 1.516 0.00 -0.01 -0.01
H 3.280 -3.923 2.877 0.00 0.01 0.02
H 3.057 -1.960 1.050 0.13 0.09 -0.03
O -2.689 3.321 -3.252 -0.02 0.06 -0.08
C -2.100 3.092 -2.239 0.05 -0.26 0.23
N -1.891 1.845 -1.551 0.22 0.36 -0.15
Cl 0.231 -1.284 -2.748 -0.15 -0.02 -0.26
```
Positions in Å, forces in eV/Å.

Frontier orbital gap (alpha / beta) ... 4.96 / 5.00 eV
Total charge ... -1
<S²> ... 0.76
E_tot ... -77492.50744 eV
Spin multiplicity ... 2
Energy above the lowest of the compared OMol25 structures with the same formula, charge and spin ... 0.0 kJ/mol

***

# 2
# C20H26F3N2O8PS

2 unconnected molecules or ions with the total composition C20H26F3N2O8PS at a distorted geometry (wB97M-V/def2-TZVPD, the Open Molecules 2025 dataset).

XYZ file:
```
61
Properties=species:S:1:pos:R:3:forces:R:3
C 6.906 -1.047 -0.407 0.55 -0.32 1.06
C 5.443 -0.472 0.064 1.36 -0.04 1.53
N 4.678 0.258 -1.053 -1.58 -2.17 1.27
C 3.303 -0.407 -1.073 -0.03 -3.67 -2.75
C 3.244 -1.778 -1.717 -0.50 2.95 0.93
O 4.455 -2.405 -2.331 -2.58 2.67 0.21
C 1.815 -2.609 -1.748 0.09 -4.64 -0.54
O 1.783 -3.961 -1.839 0.07 8.71 0.47
C 0.427 -1.680 -1.707 -1.84 0.60 -0.19
C -0.917 -2.370 -2.342 0.48 3.92 2.03
C -2.311 -1.506 -2.326 3.99 0.87 1.30
N -3.559 -2.176 -2.880 2.62 0.39 0.14
C -3.893 -3.466 -2.166 -1.36 -2.02 0.04
C -5.339 -3.454 -1.368 0.78 -0.03 0.41
C -2.270 0.041 -1.713 2.18 -3.26 -1.03
P -3.976 0.977 -1.777 -0.33 0.54 1.24
C -4.272 1.670 -3.571 -0.11 -0.93 -0.52
O -5.283 -0.147 -1.347 1.31 1.45 0.41
C -0.890 0.731 -1.073 0.53 -3.15 -0.74
C -0.912 2.262 -0.486 -0.52 0.22 -0.85
C -2.031 2.546 0.678 0.51 0.93 0.54
C -2.186 1.359 1.798 -0.94 1.29 0.72
F -2.572 2.052 3.084 1.11 -2.58 -3.55
F -3.346 0.523 1.411 3.95 1.76 1.71
F -0.944 0.612 2.101 -4.38 1.96 -1.02
C 0.490 -0.152 -1.041 -2.81 -1.67 -1.58
C 1.937 0.303 -0.422 1.60 2.48 3.29
O 2.147 1.158 0.582 -1.74 -4.83 -6.00
H 7.090 -2.118 0.086 -0.53 2.32 -1.16
H 7.030 -1.187 -1.567 -0.26 0.48 2.29
H 7.748 -0.351 0.072 -1.75 -1.47 -1.51
H 5.655 0.288 0.956 -0.62 -1.55 -1.97
H 4.845 -1.363 0.531 0.92 1.77 -1.14
H 5.218 0.057 -1.923 -1.11 0.07 0.79
H 4.785 -1.765 -3.056 -0.93 -1.38 1.73
H -0.855 -3.466 -2.779 -0.06 2.56 1.06
H -3.313 -2.415 -3.886 -0.41 0.46 1.78
H -4.000 -4.313 -3.002 0.37 1.78 1.80
H -3.092 -3.836 -1.398 -1.26 0.93 -1.55
H -6.231 -3.161 -2.066 1.84 -0.38 1.39
H -5.224 -2.710 -0.444 -0.55 -1.63 -2.11
H -5.526 -4.557 -0.961 0.43 2.39 -0.83
H -5.177 2.423 -3.460 1.89 -1.69 -0.32
H -3.296 2.262 -3.907 -2.09 -1.38 0.85
H -4.508 0.781 -4.320 0.43 2.12 1.34
H -5.621 0.084 -0.415 1.11 -0.16 -2.13
H -1.202 2.967 -1.405 0.55 -1.53 2.00
H 0.125 2.660 -0.103 -1.93 -1.42 -0.81
H -3.084 2.873 0.220 2.29 -1.41 1.18
H -1.655 3.512 1.271 -0.72 -2.29 -1.11
O 2.586 3.188 7.340 -0.38 0.74 -1.71
S 2.296 3.514 5.962 0.17 0.15 0.25
O 2.575 4.808 5.384 -0.16 -1.61 0.94
O 0.737 3.139 5.668 1.05 0.04 0.47
C 0.669 2.189 4.605 0.03 -0.28 -0.71
C 1.977 1.407 4.673 -0.51 -0.53 0.18
O 2.971 2.370 5.015 -0.43 1.04 0.28
H 0.586 2.739 3.662 0.01 -0.13 0.04
H -0.205 1.544 4.726 0.14 0.25 0.16
H 2.221 0.921 3.725 0.12 0.30 0.10
H 1.947 0.656 5.469 -0.07 0.03 -0.09
```
Positions in Å, forces in eV/Å.

Frontier orbital gap ... 6.47 eV
Total charge ... 0
E_tot ... -68780.28118 eV
Spin multiplicity ... 1

***

# 3
# C20H26FN5O3

C20H26FN5O3 in the gas phase (wB97M-V/def2-TZVPD, the Open Molecules 2025 dataset).

XYZ file:
```
55
Properties=species:S:1:pos:R:3:forces:R:3
C 0.920 -3.157 -0.802 0.00 0.00 0.00
C 0.585 -1.804 -0.189 -0.01 0.01 0.00
C -0.914 -1.545 -0.293 0.01 0.00 0.00
N -1.258 -0.311 0.403 0.01 -0.01 0.01
C -1.862 -0.379 1.614 -0.01 0.00 -0.01
O -2.256 -1.420 2.115 0.00 0.00 0.00
C -2.001 0.912 2.369 0.00 0.00 0.00
N -3.120 1.610 2.337 0.00 -0.01 0.01
N -2.888 2.652 3.148 0.00 0.00 -0.01
C -1.653 2.641 3.684 0.00 0.00 0.01
C -1.026 1.514 3.202 0.00 0.00 0.00
C 0.350 1.059 3.431 0.00 0.00 0.00
C 1.406 1.961 3.526 0.00 0.00 0.00
C 2.696 1.478 3.676 0.00 0.00 0.00
N 3.001 0.183 3.729 0.00 0.00 0.00
C 1.985 -0.675 3.652 0.00 0.00 0.00
C 0.659 -0.297 3.510 0.00 0.00 0.00
C -0.640 0.880 -0.156 0.00 0.00 0.00
C 0.882 0.723 -0.220 0.00 0.00 0.00
C 1.432 -0.623 -0.728 -0.03 -0.03 -0.01
N 1.805 -0.715 -2.162 0.05 0.02 0.01
C 3.082 -1.405 -2.373 -0.01 0.00 0.00
C 1.481 0.084 -3.223 0.01 0.04 0.01
O 2.250 0.206 -4.165 -0.02 -0.03 -0.01
C 0.149 0.808 -3.337 -0.02 -0.01 0.00
O -0.936 -0.060 -3.097 0.00 0.00 0.00
C -2.163 0.517 -3.492 0.00 0.00 0.00
C -3.294 -0.393 -3.102 0.00 0.00 0.00
F -3.246 -1.566 -3.841 0.00 0.00 0.00
H 0.809 -3.135 -1.887 0.00 0.00 0.00
H 1.935 -3.476 -0.566 0.00 0.00 0.00
H 0.242 -3.915 -0.409 0.00 0.00 0.00
H 0.810 -1.844 0.884 0.00 0.00 0.00
H -1.209 -1.464 -1.338 0.00 -0.01 0.00
H -1.468 -2.356 0.175 0.00 0.00 0.00
H -3.624 3.317 3.308 0.00 0.00 0.00
H -1.322 3.401 4.372 0.00 0.00 0.00
H 1.232 3.027 3.453 0.00 0.00 0.00
H 3.530 2.168 3.744 0.00 0.00 0.00
H 2.244 -1.727 3.709 0.00 0.00 0.00
H -0.121 -1.047 3.467 0.00 0.00 0.00
H -1.071 1.046 -1.138 0.00 0.01 0.00
H -0.887 1.741 0.460 0.00 0.00 0.00
H 1.327 1.548 -0.780 0.00 0.00 0.00
H 1.250 0.820 0.805 0.00 0.00 0.00
H 2.403 -0.710 -0.234 0.00 0.00 0.00
H 3.077 -1.915 -3.333 0.00 0.00 0.00
H 3.915 -0.697 -2.374 0.00 0.00 0.00
H 3.230 -2.131 -1.582 0.00 0.00 0.00
H 0.111 1.680 -2.670 0.01 0.00 0.00
H 0.128 1.176 -4.364 0.00 0.00 0.00
H -2.314 1.488 -2.996 0.00 0.00 0.00
H -2.169 0.687 -4.576 0.00 0.00 0.00
H -3.237 -0.658 -2.045 0.00 0.00 0.00
H -4.249 0.096 -3.303 0.00 0.00 0.00
```
Positions in Å, forces in eV/Å.

Frontier orbital gap ... 9.65 eV
Total charge ... 0
E_tot ... -37472.21688 eV
Spin multiplicity ... 1
Energy above the lowest of the compared OMol25 structures with the same formula, charge and spin ... 86.7 kJ/mol

***

# 4
# C20H26InN2O10

A molecular structure, C20H26InN2O10 at a distorted geometry (wB97M-V/def2-TZVPD, the Open Molecules 2025 dataset).

XYZ file:
```
59
Properties=species:S:1:pos:R:3:forces:R:3
In 0.665 1.717 -0.369 -0.15 -0.32 0.11
C 6.510 -2.500 0.139 -3.96 2.06 1.13
C 7.766 -2.558 -0.302 2.87 -4.49 0.46
C 8.418 -1.384 -0.924 4.76 -1.95 -1.63
O 9.584 -1.332 -1.421 -0.43 -1.73 1.19
C 7.724 -0.292 -1.175 -4.81 4.53 0.19
C 6.368 -0.100 -0.719 -1.36 1.03 -0.77
C 5.727 -1.322 0.005 1.41 0.94 -0.85
O 4.589 -1.207 0.362 -2.35 -0.04 0.90
O 5.615 0.893 -0.952 1.92 -1.82 0.46
O 8.242 -3.731 -0.138 1.39 1.77 -0.95
H 6.046 -3.322 0.664 0.19 -0.21 -0.15
H 8.179 0.505 -1.743 0.10 0.00 0.01
C -4.874 5.556 1.740 1.97 -1.95 -0.34
C -5.973 6.164 1.191 -1.99 2.32 3.26
C -6.249 6.066 -0.258 -4.45 2.26 -1.82
O -7.293 6.634 -0.745 1.69 -0.70 1.40
C -5.487 5.334 -1.126 3.71 -1.98 0.98
C -4.236 4.684 -0.602 -1.12 -0.27 -0.78
C -3.946 4.813 0.957 1.32 -0.28 -0.65
O -2.902 4.289 1.395 -1.10 0.36 -0.41
O -3.507 3.985 -1.314 -0.35 0.69 0.76
O -6.691 6.814 2.029 0.50 -0.94 -2.49
H -4.748 5.551 2.812 0.05 0.23 0.03
H -5.771 5.215 -2.162 0.04 0.07 0.02
C -0.918 -1.938 5.178 -0.31 -0.71 0.24
C -0.871 -1.292 3.787 -2.38 -0.89 -0.76
C -2.338 -1.028 3.360 0.02 0.69 -1.28
O -2.462 -0.457 2.007 -1.64 -0.44 0.66
C -3.917 -0.337 1.683 1.36 -1.14 0.17
N -0.090 -0.103 3.736 0.71 0.24 0.21
H 0.037 -2.133 5.667 0.33 0.58 -0.24
H -1.368 -2.929 5.237 -0.31 -0.12 -0.59
H -1.547 -1.343 5.841 0.19 0.32 0.12
H -0.542 -1.961 2.992 0.51 -0.29 0.24
H -2.859 -0.335 4.020 0.09 0.04 0.44
H -2.875 -1.976 3.350 -0.06 -0.16 0.20
H -4.079 -0.461 0.612 0.53 0.81 -0.13
H -4.399 0.543 2.109 0.35 0.16 -0.14
H -4.446 -1.225 2.031 0.05 -0.12 0.63
H 0.802 -0.452 4.058 0.72 0.55 -0.09
H -0.416 0.469 4.502 -0.03 0.58 0.11
C -1.526 -1.798 -3.376 -0.03 -0.04 -0.45
C -0.353 -2.679 -2.939 1.06 1.17 -1.30
C 0.937 -2.405 -3.817 -0.10 1.05 1.14
O 1.488 -1.068 -3.577 -0.10 -0.80 -0.49
C 2.698 -0.866 -4.328 -0.34 0.07 0.25
N -0.051 -2.424 -1.546 -0.05 -0.23 0.54
H -1.609 -1.742 -4.461 0.07 -0.23 -0.12
H -1.418 -0.760 -3.060 0.16 -0.12 0.29
H -2.485 -2.180 -3.025 0.03 0.01 0.23
H -0.605 -3.734 -3.055 -0.04 -0.17 -0.56
H 0.712 -2.513 -4.878 -0.10 -0.08 -0.11
H 1.734 -3.095 -3.540 -0.04 -0.39 -0.02
H 3.523 -1.518 -4.039 -0.18 -0.44 0.23
H 3.084 0.138 -4.152 -0.42 0.10 0.09
H 2.522 -0.993 -5.397 -0.09 0.00 -0.15
H 0.703 -3.042 -1.285 0.59 0.10 0.13
H -0.821 -2.837 -1.040 -0.40 0.30 0.46
```
Positions in Å, forces in eV/Å.

Frontier orbital gap ... 1.00 eV
Total charge ... -1
E_tot ... -49780.74633 eV
Spin multiplicity ... 1
Energy above the lowest of the compared OMol25 structures with the same formula, charge and spin ... 207.1 kJ/mol